DFT (ωB97M-V/def2-TZVPD) results for a molecular structure, C23H42F6MnNO7.

Last column: Mulliken spin population.
Positions of all 80 atoms, in Å:
Mn -0.43726 1.01799 0.19717  4.73
C -3.05182 0.43179 1.08979  0.03
O -2.73380 0.67315 -0.24173  0.01
O -2.03212 1.00856 1.86163  0.04
C -4.55097 0.89988 1.36007  -0.01
F -5.19653 1.26301 0.21828  0.00
F -5.39253 0.06156 2.11561  0.00
F -4.55908 2.05222 2.08415  0.00
C -3.07845 -0.34011 -1.12892  0.03
C -2.97230 0.26821 -2.51585  -0.01
H -3.32043 -0.49173 -3.21541  0.00
H -3.57458 1.17346 -2.59262  0.00
H -1.92496 0.54542 -2.63553  0.00
H -4.03396 -0.84417 -0.98389  0.00
H -2.28047 -1.05729 -1.32127  -0.01
H -2.90397 -0.63898 1.23010  -0.01
C 1.47800 1.44542 -2.75013  0.00
O 2.26385 0.38634 -3.26512  0.00
O 0.78434 0.94101 -1.64793  0.01
C 2.28979 2.77663 -2.54348  0.00
F 1.55906 3.75849 -2.06313  0.00
F 3.29429 2.55695 -1.63782  0.00
F 2.93784 3.15155 -3.58800  0.00
C 2.61799 0.29423 -4.59946  0.00
C 3.93771 -0.44588 -4.74695  0.00
H 4.20002 -0.49005 -5.80400  0.00
H 4.66521 0.17215 -4.22077  0.00
H 3.76804 -1.47698 -4.43688  0.00
H 2.97815 1.19489 -5.09666  0.00
H 1.83056 -0.19476 -5.17300  0.00
H 0.72555 1.73865 -3.48222  0.00
C 0.21450 -2.02544 3.30636  0.04
C 1.33225 -2.50013 2.23025  0.00
C 1.87124 -3.93637 2.77517  0.00
C 0.98775 -5.12459 2.39977  -0.01
C 0.67663 -5.05805 0.91571  0.01
C -0.11307 -3.75280 0.46789  0.00
N 0.72533 -2.61680 0.84729  0.46
O 0.18803 -1.28230 0.38105  0.53
C -1.51682 -3.64151 1.17957  0.01
C -0.36349 -3.87308 -1.13008  0.02
C 2.55759 -1.53151 2.37869  0.01
H -0.35183 -2.86402 3.71151  0.00
H -0.48263 -1.26960 2.94468  0.01
H 0.66162 -1.56232 4.18597  0.00
H 1.94554 -3.84705 3.85896  0.00
H 2.89640 -3.95252 2.40516  0.00
H 0.09165 -4.94621 2.99415  0.00
H 1.32957 -6.14965 2.54292  0.00
H -0.04852 -5.81813 0.62493  0.00
H 1.58030 -5.15507 0.31400  -0.01
H -1.92257 -2.65077 0.97488  0.01
H -1.55748 -3.67503 2.26829  0.00
H -2.19332 -4.33169 0.67548  0.00
H -1.37956 -4.17427 -1.38497  0.00
H 0.23892 -4.67361 -1.55945  0.00
H -0.20208 -2.96997 -1.71870  0.00
H 2.24147 -0.68654 2.99040  0.00
H 3.03876 -1.19075 1.46193  0.00
H 3.25492 -1.95054 3.10413  0.00
C 1.63110 2.66647 3.60248  0.00
C 1.28499 2.73739 2.17855  0.02
O 0.90863 1.74040 1.58852  0.05
C 1.70215 4.03563 1.44385  0.00
H 2.65542 3.00724 3.75324  0.00
H 1.44585 1.66885 4.00063  0.00
H 0.98848 3.38625 4.10950  0.00
H 1.58175 4.79448 2.21700  0.00
H 1.01348 4.10898 0.60216  0.00
H 2.72548 3.94938 1.07851  0.00
C -1.72635 3.93196 -2.39048  0.00
C -1.55981 3.88610 -0.84545  0.01
O -0.78141 3.06535 -0.36869  0.03
C -2.18595 4.97490 0.02058  0.00
H -2.19423 4.87635 -2.66854  0.00
H -2.33748 3.10606 -2.75448  0.00
H -0.75192 3.92195 -2.87883  0.00
H -2.33735 5.86339 -0.59243  0.00
H -1.82556 4.92249 1.04795  0.00
H -3.22551 4.73510 0.24396  0.00

Output
Spin multiplicity   7
Orbital gap (spin up / spin down)   0.3136 / 0.2546 Eh
HOMO level (spin up / spin down)   -7.98 / -8.02 eV
⟨S²⟩   12.01

DFT (ωB97M-V/def2-TZVPD) results for 3 unconnected molecules or ions with the total composition C23H42INO7S.

Last column: Löwdin charge in e.
Positions of all 75 atoms, in Å:
C 1.72391 -3.44457 -0.77429  -0.02
C 2.15639 -1.84227 -0.77208  -0.29
O 2.60179 -1.34521 0.38429  -0.04
O 1.96008 -1.10813 -2.03103  -0.12
C 3.06657 -0.18439 -2.32334  -0.19
C 2.38370 1.08013 -3.17909  -0.17
C 1.97432 2.34868 -2.22462  -0.22
C 0.93479 1.99748 -1.00662  -0.20
C 1.47546 2.78080 0.34751  -0.21
C 0.29817 3.10549 1.44762  -0.21
C -1.00816 3.90660 0.82039  -0.18
C -2.37117 3.00337 1.09843  -0.17
C -3.18815 2.63968 -0.30769  -0.31
C -4.15698 1.35628 0.03705  -0.18
C -5.48370 1.27416 -0.96738  -0.74
I -7.23282 2.00470 0.12382  0.98
N -5.61644 -0.11168 -1.55603  -0.03
C -6.65422 -0.82178 -1.00695  -0.35
C -6.64697 -1.61327 0.43253  -0.08
C -8.06480 -0.95462 -1.89630  -0.09
C -5.29255 2.30241 -2.27273  -0.21
O -5.50962 3.67324 -1.76475  -0.37
S -4.19033 4.14613 -0.79376  0.81
O -3.34010 5.15110 -1.66386  -0.37
O -4.73609 4.94060 0.42051  -0.36
H 1.13859 -3.60937 0.24940  0.09
H 0.88889 -3.53739 -1.61785  0.10
H 2.62353 -4.17799 -0.92261  0.10
H 3.94881 -0.67614 -2.95694  0.14
H 3.56405 0.31120 -1.38726  0.12
H 3.15556 1.41699 -4.01590  0.12
H 1.38993 0.62588 -3.65928  0.13
H 1.43237 3.17350 -2.89616  0.13
H 2.98218 2.77799 -1.75173  0.11
H -0.16750 2.32687 -1.32208  0.09
H 0.86063 0.86463 -0.72330  0.11
H 2.22719 2.02385 0.88327  0.12
H 2.11680 3.70689 0.02547  0.11
H -0.00925 2.15077 2.08002  0.11
H 0.78304 3.85435 2.23575  0.11
H -1.10302 4.93719 1.37031  0.12
H -0.83995 4.14325 -0.32165  0.11
H -2.12752 1.94535 1.58692  0.12
H -3.03776 3.58288 1.86924  0.12
H -2.41750 2.31733 -1.12999  0.14
H -4.58730 1.53692 1.12009  0.09
H -3.59808 0.32758 0.03417  0.13
H -6.97885 -2.73261 0.23117  0.10
H -7.35091 -1.07086 1.22943  0.08
H -5.53296 -1.65457 0.81170  0.09
H -8.20938 -2.04175 -2.34104  0.09
H -8.98415 -0.69422 -1.19029  0.08
H -8.09625 -0.17923 -2.79118  0.09
H -4.27509 2.14994 -2.82993  0.15
H -6.19608 2.04511 -3.00449  0.15
C 4.27276 -4.75566 2.51910  -0.02
C 2.77323 -4.62699 2.54597  -0.47
C 2.14906 -4.04299 3.78516  -0.02
O 2.08436 -4.98528 1.59216  0.00
H 4.58245 -5.19249 1.56371  0.09
H 4.73216 -3.76883 2.61774  0.05
H 4.60396 -5.41219 3.32766  0.09
H 2.51372 -3.02448 3.94018  0.09
H 2.38552 -4.66784 4.65010  0.09
H 1.06123 -4.01096 3.66283  0.08
C 6.19509 -2.02519 0.14265  -0.02
C 6.71119 -1.75541 1.53071  -0.47
C 8.00569 -0.99699 1.65442  -0.02
O 6.09882 -2.13989 2.52563  0.04
H 5.25340 -2.58064 0.20719  0.07
H 6.00919 -1.08055 -0.37475  0.08
H 6.91895 -2.62715 -0.41249  0.09
H 7.90048 -0.00659 1.20451  0.09
H 8.81023 -1.55319 1.16676  0.09
H 8.25540 -0.87594 2.71383  0.09

Output
Spin multiplicity   1
Orbital gap   0.2734 Eh
SMILES string   CC(=O)OCCCCCCCC[C@H]1C[C@](I)(N=C(C)C)COS1(=O)=O.CC(C)=O.CC(C)=O
HOMO level   -8.32 eV

DFT (ωB97M-V/def2-TZVPD) results for a molecular structure, C23H42N2O3P2Pb.

Last column: Löwdin charge in e.
Positions of all 73 atoms, in Å:
P 1.98197 3.38858 2.98520  0.84
P 3.81795 1.35675 0.38373  0.95
C 3.76513 2.93862 2.91081  -0.39
C 4.34826 2.81819 1.48503  -0.35
H 3.92622 2.01209 3.49488  0.08
H 4.27502 3.74789 3.46578  0.08
H 4.18217 3.74758 0.90918  0.07
H 5.44495 2.69861 1.58644  0.08
C 4.92985 0.08700 1.07275  -0.22
H 4.73073 -0.86959 0.58305  0.05
H 4.72673 -0.04171 2.13954  0.05
H 5.96836 0.39421 0.91251  0.05
C 4.69047 1.84890 -1.13262  -0.23
H 5.76662 1.65745 -0.98751  0.05
H 4.54966 2.92184 -1.32672  0.05
H 4.33220 1.27898 -1.99833  0.05
C 1.57022 2.96015 4.70028  -0.27
H 0.48497 2.80424 4.76275  0.03
H 1.87281 3.77348 5.37715  0.04
H 2.06996 2.02437 4.99279  0.05
C 1.84825 5.16746 2.74851  -0.28
H 2.20512 5.44615 1.74917  0.04
H 2.42120 5.70833 3.51156  0.03
H 0.79025 5.44632 2.82526  0.04
Pb -2.15216 0.97861 -2.01647  1.26
C 2.29963 0.08264 0.08085  -0.40
C 2.13633 -1.01935 1.01302  -0.23
C 1.70322 -0.89584 2.39309  -0.24
C 0.17091 -0.92981 2.70608  -0.18
C -0.46532 0.40046 2.92939  -0.11
C -0.02836 1.59060 2.47861  -0.19
C 0.92151 1.75414 1.31203  -0.35
C 0.89348 0.76747 0.13969  -0.21
C -3.70309 1.06929 -0.43251  -0.36
H 2.54603 -0.27304 -0.91890  0.10
H 2.19320 -2.02092 0.57767  0.09
H 2.16327 -0.04138 2.91240  0.10
H 2.12109 -1.78966 2.88951  0.10
H -0.32837 -1.52080 1.91115  0.09
H 0.02407 -1.49933 3.63868  0.11
H -1.41278 0.38042 3.48148  0.10
H -0.50294 2.53827 2.81799  0.09
H 1.96530 1.64821 1.70854  -0.01
H 0.81111 2.76426 0.87918  0.09
H 0.10981 0.01554 0.27838  0.06
H 0.62397 1.28001 -0.79544  0.05
H -4.64411 0.68148 -0.84823  -0.01
H -3.81749 2.08671 -0.03337  -0.02
H -3.38151 0.39483 0.37180  -0.02
C -2.58183 -3.06684 -5.32165  -0.08
C -2.70687 -3.77281 -3.98441  -0.16
C -3.64973 -3.14548 -2.91313  -0.28
C -5.16338 -3.31702 -3.21033  -0.17
C -5.70471 -2.66526 -4.46683  -0.10
C -3.36930 -3.90660 -1.58969  -0.37
O -3.90822 -4.95846 -1.27493  0.09
N -2.41789 -3.35754 -0.73651  0.21
C -1.83928 -2.11251 -0.84764  -0.53
O -1.11398 -1.65306 0.02989  0.03
N -2.15486 -1.40277 -1.96593  0.00
C -3.26527 -1.68756 -2.69952  -0.44
O -3.86508 -0.69511 -3.19547  -0.09
H -3.54832 -2.88390 -5.79519  0.06
H -1.99368 -3.69333 -6.00159  0.08
H -2.05171 -2.11191 -5.22874  0.08
H -3.03412 -4.81157 -4.13362  0.13
H -1.70306 -3.83901 -3.53674  0.12
H -5.37738 -4.39668 -3.22370  0.12
H -5.70956 -2.91283 -2.34336  0.13
H -5.39797 -3.19741 -5.36969  0.06
H -6.79933 -2.68284 -4.43033  0.08
H -5.38280 -1.61963 -4.51062  0.07
H -2.20756 -3.86859 0.12393  0.18

Output
Spin multiplicity   1
Orbital gap (spin up / spin down)   0.1814 / 0.1798 Eh
HOMO level (spin up / spin down)   -5.05 / -5.01 eV
Energy relative to the best compared isomer or geometry (same formula, charge and spin)   111.5 kcal/mol

DFT (ωB97M-V/def2-TZVPD) results for 3 unconnected molecules or ions with the total composition C23H42NO7.

Last column: Löwdin charge in e.
Positions of all 73 atoms, in Å:
C -7.48535 -5.26279 -2.66210  -0.11
O -6.10210 -5.29352 -2.96078  -0.20
C -5.85110 -5.34911 -4.35896  -0.25
C -4.58863 -4.57676 -4.66161  -0.17
C -4.76317 -3.07474 -4.38182  -0.20
C -3.55230 -2.42276 -3.69528  -0.18
C -3.96141 -1.20524 -2.83452  -0.21
C -3.25965 0.10363 -3.21643  -0.19
C -3.03490 1.09982 -2.06676  -0.20
C -4.15294 1.17468 -1.01727  -0.17
C -3.64639 1.85456 0.28459  -0.10
C -3.04906 0.86521 1.23202  -0.20
C -3.40596 0.86564 2.58908  0.03
C -2.85396 -0.04817 3.46896  0.01
C -1.94426 -0.99329 3.00582  -0.01
C -1.63702 -0.99832 1.65995  -0.01
N -2.18854 -0.08332 0.83538  0.15
H -8.02011 -5.99982 -3.26283  0.09
H -7.59666 -5.51158 -1.61263  0.08
H -7.91189 -4.27630 -2.85969  0.09
H -5.77458 -6.38481 -4.69279  0.13
H -6.69140 -4.88116 -4.88254  0.12
H -3.80619 -4.97749 -4.01783  0.11
H -4.32733 -4.73508 -5.70480  0.12
H -4.98970 -2.55237 -5.31105  0.12
H -5.64734 -2.96704 -3.75537  0.10
H -2.84231 -2.13667 -4.46634  0.11
H -3.14177 -3.18174 -3.03565  0.10
H -3.81263 -1.45840 -1.78434  0.09
H -5.03347 -1.05334 -2.94669  0.11
H -2.27648 -0.16225 -3.60499  0.11
H -3.77468 0.57934 -4.04556  0.12
H -2.97350 2.09508 -2.50501  0.12
H -2.04751 0.94045 -1.62546  0.09
H -4.54111 0.20351 -0.72877  0.10
H -4.93169 1.82190 -1.40562  0.12
H -4.51801 2.24997 0.79581  0.12
H -2.97592 2.68455 0.06958  0.14
H -4.11897 1.57876 2.96639  0.13
H -3.11706 -0.06111 4.51544  0.13
H -1.48095 -1.72368 3.64536  0.13
H -0.95540 -1.70990 1.22695  0.15
H -1.93247 -0.13995 -0.14362  0.15
C 0.03759 2.07407 1.98412  -0.05
C 0.83158 1.72278 0.74057  -0.22
O 1.81709 2.70059 0.43460  0.04
C 2.91198 2.65412 1.21162  -0.61
O 3.10407 1.85385 2.08981  0.13
O 3.72763 3.62013 0.82721  0.02
C 4.92740 3.73862 1.60719  -0.02
H -0.39913 3.07029 1.88555  0.10
H -0.75780 1.36165 2.13429  0.02
H 0.67333 2.08889 2.86728  0.09
H 0.17248 1.69810 -0.13078  0.11
H 1.29812 0.73886 0.83031  0.13
H 5.46004 2.79200 1.64975  0.10
H 4.68591 4.08234 2.61135  0.10
H 5.54949 4.47717 1.11277  0.10
C 7.65708 0.61287 4.18956  -0.07
C 8.43327 1.83344 4.63729  -0.21
O 9.76665 1.84710 4.10976  0.04
C 9.87434 2.19238 2.82847  -0.61
O 8.96811 2.50679 2.09884  0.11
O 11.15944 2.13003 2.49027  0.01
C 11.42463 2.40596 1.11206  -0.04
H 8.20059 -0.29740 4.44536  0.08
H 6.68047 0.58848 4.67347  0.08
H 7.50604 0.61666 3.11096  0.07
H 8.55475 1.82344 5.71859  0.12
H 7.92062 2.75754 4.36931  0.12
H 11.00222 3.36401 0.81830  0.10
H 11.02305 1.61106 0.48574  0.10
H 12.50485 2.43779 1.00818  0.09

Output
Spin multiplicity   1
Orbital gap   0.2688 Eh
Charge   +1
HOMO level   -11.52 eV
Energy relative to the best compared isomer or geometry (same formula, charge and spin)   0.0 kcal/mol

| no. | largest force on an atom (eV Å⁻¹) |
| --- | --- |
| 1 | 6.13 |
| 2 | 8.04 |
| 3 | 5.38 |
| 4 | 1.32 |